No. 1
Below is a structure of composition C3H4MgO3Rb at a distorted geometry, with properties calculated with the ωB97M-V functional and the def2-TZVPD basis.

Output
lowest unoccupied orbital energy (spin up / spin down)	-4.538 / -4.816	eV
relative energy (zero: lowest compared OMol25 entry of this formula, charge and spin)	575.4	kJ/mol

ORCA input file:
```
! RIJCOSX wB97M-V def2-TZVPD def2/J DEFGRID3
* xyz 1 1
O -1.221 -0.803 0.370
C -0.487 -0.426 -0.778
C 0.451 0.778 -0.557
C 1.803 0.477 0.685
O 1.246 0.126 1.752
O 2.140 -0.061 -0.431
Mg -2.553 -2.089 0.403
Rb -0.889 0.184 2.946
H -1.187 -0.134 -1.581
H 0.043 -1.294 -1.206
H 0.970 1.744 -0.678
H -0.314 1.498 -0.926
*
```

***

No. 2
Below is a structure of composition C3H4MnO3 at a distorted geometry, with properties calculated with the ωB97M-V functional and the def2-TZVPD basis.

Output
lowest unoccupied orbital energy (spin up / spin down)	-1.544 / -2.060	eV
⟨S²⟩	8.769
relative energy (zero: lowest compared OMol25 entry of this formula, charge and spin)	204.5	kJ/mol

ORCA input file:
```
! RIJCOSX wB97M-V def2-TZVPD def2/J DEFGRID3
* xyz 0 6
O 2.086 -1.247 0.028
C 2.899 -0.216 0.160
O 2.265 0.939 0.168
Mn 0.601 -0.020 -0.007
O 4.126 -0.325 0.282
C -1.547 0.805 0.185
C -2.117 -0.350 -0.251
H -1.861 1.101 -0.921
H -1.746 1.107 1.219
H -2.543 -0.549 -1.239
H -2.163 -1.246 0.375
*
```

***

No. 3
Below is a structure of composition C3H4MnO3 at a distorted geometry, with properties calculated with the ωB97M-V functional and the def2-TZVPD basis.

Output
lowest unoccupied orbital energy (spin up / spin down)	-9.537 / -11.150	eV
⟨S²⟩	8.754
relative energy (zero: lowest compared OMol25 entry of this formula, charge and spin)	0.0	kJ/mol

ORCA input file:
```
! RIJCOSX wB97M-V def2-TZVPD def2/J DEFGRID3
* xyz 2 6
H 1.008 -0.183 3.136
O -0.171 -0.488 0.588
Mn -0.899 -1.115 -0.992
C 0.914 -0.091 1.021
C 1.070 0.556 2.328
H 1.811 -0.203 0.387
H 2.030 1.097 2.330
H 0.284 1.322 2.428
O -1.628 -0.756 -2.749
C -2.002 -0.322 -3.769
O -2.416 0.182 -4.708
*
```

***

No. 4
Below is a cluster of 2 separate species, C3H4N2 in total at a distorted geometry, with properties calculated with the ωB97M-V functional and the def2-TZVPD basis.

Output
lowest unoccupied orbital energy	1.168	eV
relative energy (zero: lowest compared OMol25 entry of this formula, charge and spin)	382.6	kJ/mol

ORCA input file:
```
! RIJCOSX wB97M-V def2-TZVPD def2/J DEFGRID3
* xyz 0 1
C 0.697 1.237 0.346
C -1.954 -0.187 0.260
C 1.344 0.256 0.068
N 1.872 -0.962 -0.208
N -3.047 -0.145 -0.167
H 0.376 2.151 0.845
H 2.280 -1.455 0.623
H 2.337 -0.820 -1.042
H -3.905 -0.077 -0.726
*
```

***

No. 5
Below is the molecule C3H4N2 at a distorted geometry, with properties calculated with the ωB97M-V functional and the def2-TZVPD basis.

Output
lowest unoccupied orbital energy	-0.265	eV
relative energy (zero: lowest compared OMol25 entry of this formula, charge and spin)	290.7	kJ/mol
SMILES	N#C/C=C\N

ORCA input file:
```
! RIJCOSX wB97M-V def2-TZVPD def2/J DEFGRID3
* xyz 0 1
C -0.314 0.839 -0.493
C -0.571 -0.648 -0.491
C 0.347 -1.650 -0.137
H 0.439 2.095 1.290
H 0.772 0.267 1.135
H -1.107 1.312 -0.942
H -1.289 -0.983 -1.104
N 0.653 1.239 0.526
N 1.070 -2.471 0.216
*
```

***

No. 6
Below is the molecule C3H4N2 at a distorted geometry, with properties calculated with the ωB97M-V functional and the def2-TZVPD basis.

Output
lowest unoccupied orbital energy	0.293	eV
relative energy (zero: lowest compared OMol25 entry of this formula, charge and spin)	153.8	kJ/mol
SMILES	C/C=N/C#N

ORCA input file:
```
! RIJCOSX wB97M-V def2-TZVPD def2/J DEFGRID3
* xyz 0 1
C 0.561 0.271 -1.286
C -0.011 0.128 0.068
N -0.640 -0.869 0.510
C -0.858 -0.616 1.832
N -1.348 -0.706 2.881
H 0.199 0.918 0.905
H 0.878 1.294 -1.473
H 1.404 -0.408 -1.408
H -0.186 -0.010 -2.029
*
```

***

No. 7
Below is a structure of composition C3H4N2 at a distorted geometry, with properties calculated with the ωB97M-V functional and the def2-TZVPD basis.

Output
lowest unoccupied orbital energy	1.175	eV
relative energy (zero: lowest compared OMol25 entry of this formula, charge and spin)	544.0	kJ/mol

ORCA input file:
```
! RIJCOSX wB97M-V def2-TZVPD def2/J DEFGRID3
* xyz 0 1
C -0.934 0.010 -0.728
C -0.957 -0.228 0.630
C 1.226 0.074 0.002
N 0.410 -0.564 -0.928
N 0.362 -0.912 0.510
H -1.767 0.423 -1.404
H -1.630 -0.160 1.465
H 2.382 0.001 -0.012
H 0.908 1.356 0.464
*
```

***

No. 8
Below is the molecule C3H4N2, with properties calculated with the ωB97M-V functional and the def2-TZVPD basis.

Output
lowest unoccupied orbital energy	0.319	eV
relative energy (zero: lowest compared OMol25 entry of this formula, charge and spin)	285.4	kJ/mol

ORCA input file:
```
! RIJCOSX wB97M-V def2-TZVPD def2/J DEFGRID3
* xyz 0 1
N -0.517 0.561 -0.194
C 0.918 0.436 0.025
C 1.109 -0.990 0.522
N -0.135 -1.566 0.427
C -1.014 -0.642 0.044
H -1.050 1.372 -0.467
H 1.324 1.236 0.647
H 1.445 0.434 -0.940
H -2.079 -0.842 -0.063
*
```

***

No. 9
Below is the molecule C3H4N2 at a distorted geometry, with properties calculated with the ωB97M-V functional and the def2-TZVPD basis.

Output
lowest unoccupied orbital energy	0.703	eV
relative energy (zero: lowest compared OMol25 entry of this formula, charge and spin)	248.7	kJ/mol
SMILES	[H]/N=C\CC#N

ORCA input file:
```
! RIJCOSX wB97M-V def2-TZVPD def2/J DEFGRID3
* xyz 0 1
C 2.329 -0.003 0.129
C -0.097 -0.162 0.073
C 1.191 0.684 -0.404
N 3.369 -0.510 0.208
N -0.368 -1.405 0.013
H -0.697 0.552 0.541
H 1.605 0.663 -1.228
H 1.109 1.652 0.043
H 0.281 -1.976 -0.569
*
```

***

No. 10
Below is a cluster of 2 separate species, C3H4N2 in total at a distorted geometry, with properties calculated with the ωB97M-V functional and the def2-TZVPD basis.

Output
lowest unoccupied orbital energy	0.804	eV
relative energy (zero: lowest compared OMol25 entry of this formula, charge and spin)	138.7	kJ/mol
SMILES	CC#N.C#N

ORCA input file:
```
! RIJCOSX wB97M-V def2-TZVPD def2/J DEFGRID3
* xyz 0 1
C 0.598 -1.869 -1.616
C 0.386 0.418 0.572
C -0.767 1.252 0.951
N 0.314 -1.123 -2.414
N 1.270 -0.267 0.339
H 1.064 -2.562 -0.932
H -0.482 1.804 1.789
H -1.481 0.466 1.257
H -0.901 1.880 0.054
*
```

***

One value per record, in order, for DFT total energy: -15404.98813; -40635.40632; -40619.89211; -6151.93572; -6152.88795; -6154.30679; -6150.26235; -6152.94292; -6153.32353; -6154.46329 eV.